# 1
A cluster of 2 separate species, C6H18NO6P in total. Source: the Open Molecules 2025 dataset; level of theory: the ωB97M-V functional and the def2-TZVPD basis.

Geometry as XYZ:
```
32
Properties=species:S:1:pos:R:3
P 2.060 2.147 -0.851
O -2.763 -1.575 1.092
O -0.267 0.284 -0.930
O -3.812 -3.502 1.634
O -0.609 1.665 -0.926
O -4.558 -2.108 0.019
O 2.564 1.231 0.522
N 1.545 3.209 -2.215
C 3.949 1.075 0.688
C 0.357 2.265 -0.107
C -5.646 -3.006 -0.213
C 4.623 0.259 -0.409
C -3.721 -2.497 0.982
C -1.782 -1.862 2.093
H -1.264 -2.791 1.866
H 5.522 -0.214 -0.045
H 0.635 2.920 -2.564
H 0.368 1.785 0.855
H -2.238 -1.919 3.079
H -1.068 -1.043 2.074
H 4.089 0.542 1.616
H 2.320 1.086 -1.732
H -6.258 -3.106 0.681
H -5.278 -3.981 -0.525
H 4.448 2.034 0.811
H -1.144 -0.129 -0.951
H 4.894 0.889 -1.245
H -6.239 -2.570 -1.011
H 3.065 3.088 -0.553
H 2.184 3.019 -2.981
H 0.093 3.304 -0.028
H 3.932 -0.500 -0.726
```

**Highest occupied orbital energy**: -9.060 eV
**E_tot**: -29573.961 eV
**F_max**: 0.014 Eh/bohr



# 2
A structure of composition C6H18NSi at a distorted geometry. Source: the Open Molecules 2025 dataset; level of theory: the ωB97M-V functional and the def2-TZVPD basis.

Geometry as XYZ:
```
26
Properties=species:S:1:pos:R:3
Si 1.167 -0.077 -2.009
N 0.163 -0.192 1.164
C 1.294 -1.095 1.643
C -1.924 -0.234 -0.239
C 1.049 0.847 -0.256
C -0.973 -1.042 0.645
C -0.110 0.694 2.294
C -0.215 0.868 -2.988
H 0.902 1.069 2.512
H -1.260 0.584 -2.781
H -1.551 0.042 -1.265
H 0.332 1.727 -0.258
H -0.534 -1.875 0.159
H 0.795 -1.810 2.310
H -2.054 0.797 0.120
H -0.684 1.601 2.005
H 1.635 -1.868 0.982
H 2.232 -0.733 2.178
H -0.162 0.740 -4.121
H -1.515 -1.419 1.587
H 0.644 -1.380 -1.759
H -2.906 -0.708 -0.214
H -0.670 0.235 3.084
H -0.191 1.960 -2.885
H 1.935 0.957 0.314
H 2.600 0.315 -2.221
```

**Highest occupied orbital energy (spin up / spin down)**: -10.487 / -14.303 eV
**E_tot**: -15867.532 eV
**F_max**: 0.159 Eh/bohr
**Total charge**: +1
**2S+1**: 3



# 3
A structure of composition C6H18O3 at a distorted geometry. Source: the Open Molecules 2025 dataset; level of theory: the ωB97M-V functional and the def2-TZVPD basis.

Geometry as XYZ:
```
27
Properties=species:S:1:pos:R:3
O -29.431 -19.447 -14.314
O -33.989 -17.399 -7.971
O -31.379 -16.703 -13.478
C -34.634 -17.167 -9.169
C -30.319 -18.374 -14.372
C -31.568 -16.120 -11.209
C -31.752 -17.245 -12.216
C -31.330 -18.746 -15.427
C -33.899 -16.085 -9.889
H -30.606 -15.607 -11.236
H -28.928 -19.278 -15.114
H -31.821 -19.646 -15.057
H -31.134 -18.823 -16.496
H -32.754 -17.666 -12.296
H -32.031 -17.911 -15.448
H -30.698 -18.402 -13.351
H -31.322 -17.437 -14.094
H -31.827 -16.419 -10.194
H -34.651 -18.107 -9.722
H -32.410 -15.438 -11.329
H -29.881 -17.394 -14.561
H -35.644 -16.868 -8.890
H -31.058 -18.048 -11.966
H -34.711 -17.580 -7.365
H -34.433 -15.820 -10.801
H -32.976 -16.441 -10.346
H -33.764 -15.235 -9.220
```

**Energy above the lowest of the compared OMol25 structures with the same formula, charge and spin**: 134.4 kcal/mol
**Highest occupied orbital energy**: -9.916 eV
**E_tot**: -12650.455 eV
**F_max**: 0.087 Eh/bohr



# 4
A cluster of 4 separate species, C6H18O5 in total at a distorted geometry. Source: the Open Molecules 2025 dataset; level of theory: the ωB97M-V functional and the def2-TZVPD basis.

Geometry as XYZ:
```
29
Properties=species:S:1:pos:R:3
O -0.339 0.540 -3.676
O 0.868 -0.312 -0.627
O 2.269 3.220 -0.446
O 0.314 1.773 -0.318
O 3.130 0.459 0.783
C -1.520 0.383 -0.221
C -0.082 0.650 -0.485
C -1.196 -1.646 1.315
C -1.842 -1.069 0.091
C -2.374 -1.576 2.405
C -0.391 -2.955 1.266
H 0.659 -2.928 0.930
H 2.802 0.279 1.762
H 2.236 2.518 0.263
H -0.119 -3.207 2.270
H -3.408 -1.615 1.916
H 3.866 1.048 0.760
H 1.818 0.102 -0.306
H -2.292 -2.435 3.137
H -2.951 -1.097 0.156
H -2.061 0.685 -1.069
H 0.164 -0.166 -3.296
H -2.282 -0.554 2.878
H -1.050 -3.612 0.692
H 1.293 3.295 -0.553
H -1.817 1.067 0.567
H -0.222 1.234 -3.052
H -0.332 -0.966 1.753
H -1.807 -1.807 -0.756
```

**Energy above the lowest of the compared OMol25 structures with the same formula, charge and spin**: 62.2 kcal/mol
**Highest occupied orbital energy**: -10.045 eV
**E_tot**: -16749.991 eV
**F_max**: 0.076 Eh/bohr